{
  "formula": "C4H7NO2",
  "method": "wB97M-V/def2-TZVPD",
  "total_charge": 0,
  "e_tot_ev": -9837.1697,
  "orbital_gap_ha": [0.241, 0.227],
  "e_above_lowest_kcal_mol": 233.14,
  "elements": ["C", "C", "N", "O", "O", "C", "C", "H", "H", "H", "H", "H", "H", "H"],
  "coordinates": [[-0.270, 1.010, -1.331], [-0.900, -0.260, 1.387], [0.201, 0.053, 0.490], [0.080, 1.937, -0.465], [1.334, 0.440, 1.164], [0.359, -0.702, -0.738], [0.790, -1.801, -1.108], [1.677, 1.158, 0.575], [-1.355, 0.905, -1.473], [0.295, 0.985, -2.273], [-0.620, -1.105, 2.018], [-1.767, -0.521, 0.785], [-1.107, 0.636, 1.969], [1.283, -2.735, -0.999]],
  "mulliken_charge": [-0.101, -0.956, 0.273, -0.581, -0.425, -0.343, -0.133, 0.381, 0.264, 0.289, 0.301, 0.330, 0.285, 0.416]
}